Record 1
Computed, not measured: 9 unconnected molecules or ions with the total composition C45H69B3N8O4 in a non-equilibrium geometry, with ωB97M-V with the def2-TZVPD basis set.

```
129
Properties=species:S:1:pos:R:3:forces:R:3:lowdin_charge:R:1
C 2.401821 -10.137203 5.142105 0.2 0.3 -0.1 -0.12
H -1.416466 1.956675 -0.782255 -0.5 2.3 0.9 0.12
H 6.552356 2.242529 3.377206 0.0 0.1 -0.2 0.09
N 4.118838 -4.149169 1.833602 -0.1 0.0 0.0 0.01
C 5.658499 4.758006 6.919941 0.3 -0.2 -0.1 -0.12
B -8.659969 1.002070 2.012031 0.5 1.1 -1.7 -0.16
H 13.259576 -3.908375 -5.775850 -0.1 0.0 0.2 0.09
B -7.947350 0.351017 -0.156076 -0.4 -0.6 0.6 -0.39
H 7.454273 3.656588 -0.483644 -0.2 0.0 0.3 0.15
H 3.655902 5.757793 6.985219 0.2 0.0 -0.1 0.09
C 5.716396 3.970197 0.694485 -0.1 0.1 0.0 -0.15
H 7.791799 -3.223759 -3.945925 -0.1 0.1 0.1 0.10
H 7.606849 -0.118645 -1.109864 -0.1 -0.3 -0.1 0.14
C 11.489035 -3.317810 -4.624521 0.0 0.0 0.0 -0.15
H 8.397990 2.255579 1.375127 -0.1 0.1 0.1 0.10
C -15.444804 1.584713 -0.195703 0.2 0.3 -0.1 -0.11
O -9.431625 0.381850 -0.353169 1.7 3.7 1.2 0.09
N -13.525225 1.297528 0.887910 0.0 0.0 0.0 0.00
N 7.501657 -1.026174 -1.544558 0.0 0.0 0.0 0.01
H -0.566128 3.123240 1.646575 -0.4 1.3 -2.1 0.11
C -9.271180 1.673812 -4.968764 0.1 -0.1 -0.1 -0.14
C -0.601383 3.670908 0.600395 0.8 -0.4 -1.1 -0.21
H -4.767025 -0.332039 -1.425043 -1.2 2.5 0.1 0.13
H -4.552400 3.703443 -3.245414 0.7 -1.8 1.6 0.12
H -6.334847 2.079239 -3.061575 1.8 -1.0 1.2 0.10
C 2.304766 -1.283309 -0.150054 -0.1 -0.4 0.8 -0.13
H 2.041820 -0.957870 0.953456 0.8 -0.7 -2.0 0.10
H 12.262804 -4.063430 -1.552149 0.0 0.0 -0.2 0.10
H -12.576126 1.434586 1.210492 -0.4 0.0 0.0 0.13
C -1.720366 3.048883 -0.432325 -0.1 0.4 -0.2 -0.24
H 2.006514 -2.432490 -0.262237 0.5 2.6 0.0 0.11
H -5.424115 3.390391 -0.482134 2.1 0.6 -1.2 0.11
C -9.526112 3.712005 -4.085089 0.0 0.1 0.0 -0.14
N 6.960083 3.485813 0.382523 0.0 0.0 -0.1 0.00
H 0.690536 3.066299 -1.258408 0.4 0.9 2.4 0.10
B -9.912010 1.719104 0.120322 1.8 -1.9 2.3 -0.20
C 2.535849 -9.103095 4.242740 0.1 0.0 0.1 -0.15
H -3.324761 3.719369 1.113080 0.2 -1.3 -2.1 0.11
H -9.297297 1.986894 -2.869276 -0.1 0.1 -0.3 0.11
C 7.428586 2.732783 1.427506 0.1 -0.1 0.1 -0.15
C 6.981881 -3.164379 -1.859109 -0.1 0.0 0.4 -0.11
H 5.170850 4.587874 -0.006386 0.1 -0.1 0.1 0.11
C 4.899215 5.983595 5.192922 0.0 0.0 0.0 -0.15
H 3.057253 -10.335488 5.980211 -0.1 0.0 -0.2 0.09
H 6.637092 5.669986 4.014793 -0.2 -0.1 0.3 0.14
C 12.753442 -3.825677 -4.822712 -0.3 0.2 -0.2 -0.12
C 13.256117 -4.212019 -3.557288 0.0 0.0 0.4 -0.12
H 1.482711 4.409183 -0.114271 -1.0 -1.9 -0.2 0.11
H 3.270165 -8.312039 4.170465 -0.1 -0.1 0.0 0.10
C 12.283320 -3.927473 -2.625139 0.0 0.0 0.0 -0.14
H -3.203549 2.493147 -2.728555 -1.9 0.9 1.0 0.10
N 11.209394 -3.388597 -3.284560 0.1 0.0 0.0 0.01
C -3.257231 3.044495 0.137552 -0.2 0.4 0.0 -0.21
H 10.765785 -2.914404 -5.320608 0.1 -0.1 0.1 0.10
H 3.408238 2.600085 -0.987951 -0.8 -1.9 1.3 0.11
N 1.510527 -9.193210 3.337680 0.0 0.0 0.0 0.00
H -13.697065 2.970154 -0.430844 -0.1 -0.1 0.0 0.11
C 6.475680 2.744607 2.421504 0.4 -0.2 0.0 -0.12
H 14.223774 -4.649382 -3.348287 -0.2 0.1 0.0 0.09
H 3.227060 0.215018 -2.179098 -1.7 0.9 1.3 0.13
H 4.408980 -6.346754 -0.567764 0.0 0.1 0.1 0.09
H -16.204935 1.994721 -0.847948 0.1 -0.1 0.1 0.09
H 6.613699 -4.167913 -1.689272 0.1 0.2 0.0 0.09
H 3.230880 -7.290909 1.688889 0.1 0.2 0.0 0.07
C -15.554289 0.431171 0.617067 0.2 -0.2 0.3 -0.12
H 1.667503 1.274704 -2.338535 1.1 -1.3 1.7 0.13
H -9.353905 2.309892 -7.065834 0.0 0.0 0.2 0.09
C -4.269397 2.877549 -2.431500 -0.5 0.7 -0.8 -0.22
C 5.391796 3.527491 1.957252 -0.2 0.3 -0.3 -0.13
H -9.138420 0.600213 -4.957568 0.0 0.2 0.0 0.11
C 1.258784 -10.880617 4.762573 -0.3 -0.1 -0.3 -0.12
H 4.353669 6.601272 4.492051 0.1 -0.1 0.1 0.10
H -9.618956 4.441753 -3.291956 0.0 -0.1 -0.2 0.10
C 4.520627 -4.471280 0.563426 0.1 0.0 -0.1 -0.14
H -5.414075 1.123938 -0.322138 0.2 -0.8 -2.2 0.08
H 3.473455 -1.166027 -0.340533 -2.5 -0.2 0.3 0.09
C 6.611405 4.746182 5.925943 0.0 0.0 0.0 -0.15
C 7.596044 -2.672282 -3.035495 0.2 0.3 -0.2 -0.12
C -4.363058 3.623781 -0.975071 -0.1 -0.8 1.2 -0.21
H 7.580809 4.268977 5.873564 -0.2 0.1 0.0 0.10
C -5.320327 1.639602 -2.651037 1.1 -0.2 -0.6 -0.21
H 1.054435 1.366992 1.011593 1.6 1.9 -0.8 0.12
C 3.550950 -5.249088 2.422147 0.0 -0.1 0.1 -0.14
C 7.903446 -1.348285 -2.814734 0.1 0.0 0.0 -0.14
H 10.346037 -3.089141 -2.850311 0.2 -0.1 -0.1 0.12
N 6.142902 5.499212 4.880960 0.0 0.0 0.1 0.00
H 0.864517 -11.761636 5.252308 0.1 0.2 -0.1 0.09
H -16.415072 -0.218210 0.711094 0.2 0.1 0.0 0.09
C -14.182749 2.101880 -0.006081 -0.1 0.0 -0.1 -0.14
C 0.878011 3.407501 -0.133934 -0.2 -0.2 0.5 -0.22
H 4.473083 3.744395 2.486782 0.2 0.0 -0.1 0.09
H -0.753210 4.849114 0.706971 0.1 -2.7 0.0 0.12
H -3.563097 1.961683 0.471548 0.6 2.1 -0.7 0.10
C 1.757994 2.252617 0.636204 0.8 0.2 -0.8 -0.19
H 5.735175 4.255928 7.875643 0.0 0.1 -0.2 0.09
C -7.026415 -0.004703 -1.473158 0.1 0.0 0.0 -0.08
H 3.163446 -5.199302 3.430972 0.1 0.0 -0.2 0.11
H 8.373873 -0.610221 -3.450481 -0.1 -0.1 0.1 0.11
O 1.493075 -0.420620 -1.040671 2.4 0.1 0.4 -0.26
N -9.353757 2.382805 -3.798630 0.0 0.0 0.0 0.00
H -0.134234 -10.525182 3.041449 0.1 0.0 0.1 0.10
H -7.609881 0.425349 -2.420260 1.4 -1.0 1.9 0.10
H -4.879003 0.985048 -3.546042 -1.1 1.4 1.8 0.13
H 2.362442 2.744536 1.526436 -1.5 -1.1 -1.6 0.10
H 4.991054 -3.733216 -0.072320 -0.1 -0.2 0.1 0.07
C -9.383749 2.563115 -6.013945 0.1 -0.4 0.1 -0.11
H 3.788352 1.094573 0.174803 -1.8 1.5 -1.2 0.11
H -4.292544 4.799153 -1.019012 0.1 -2.4 -0.2 0.11
C -9.544668 3.853313 -5.454720 0.0 0.2 0.3 -0.11
C -5.478266 0.621437 -1.376642 -1.5 -0.7 -0.3 -0.18
H -10.497891 2.448208 -0.616205 -0.1 -0.1 0.3 0.10
C 4.213224 -5.795277 0.342665 0.2 0.3 -0.2 -0.10
C 2.932766 1.684469 -0.409627 -0.5 -0.4 -0.1 -0.19
H -6.968919 -1.168093 -1.610828 -0.3 2.1 0.3 0.12
C 2.322211 0.678257 -1.559633 0.5 0.5 -0.6 -0.24
O -7.460546 0.604834 1.215336 -4.1 0.6 -1.5 0.13
H 1.354990 -8.559536 2.564442 0.0 -0.2 0.3 0.14
H -9.662673 4.784838 -5.992926 0.0 -0.2 0.1 0.09
C -14.355647 0.278998 1.277397 -0.1 -0.1 0.0 -0.14
O -9.559080 2.098836 1.531482 1.1 -3.6 -3.0 0.08
C 0.729612 -10.277294 3.643683 -0.1 -0.1 0.0 -0.14
C 6.933769 -2.126093 -0.956013 0.0 -0.1 0.0 -0.15
H -14.022995 -0.465637 1.988189 -0.1 0.1 -0.1 0.11
H 6.546266 -2.076306 0.052811 0.1 0.0 -0.2 0.10
H 4.224030 -3.241640 2.268296 -0.1 -0.4 -0.2 0.15
H -1.672591 3.730186 -1.411442 -0.1 -1.4 2.1 0.12
C 4.574615 5.540890 6.455689 -0.2 0.2 -0.3 -0.12
H -8.954059 0.429805 3.022542 0.3 0.3 -0.2 0.11
C 3.599062 -6.287375 1.519052 -0.2 0.1 0.4 -0.12
```
Positions in Å, forces in eV/Å.

Output
SMILES: COCCCCCCCCCCCCB1OBOBO1.c1cc[nH]c1.c1cc[nH]c1.c1cc[nH]c1.c1cc[nH]c1.c1cc[nH]c1.c1cc[nH]c1.c1cc[nH]c1.c1cc[nH]c1
Total charge: 0
Kohn-Sham gap (Ha): 0.3008
Max |F| (Eh/bohr): 0.0932



Record 2
Computed, not measured: a molecular structure, C45H74N4O3ReSSi4 in a non-equilibrium geometry, with ωB97M-V with the def2-TZVPD basis set.

```
132
Properties=species:S:1:pos:R:3:forces:R:3:lowdin_spin:R:1
C -2.443154 -0.674956 2.944510 0.3 0.0 -0.1 0.01
H -0.884310 -6.882856 -1.378231 0.0 0.0 0.0 0.00
Si -3.628242 3.055661 -1.616649 0.0 0.2 0.3 0.01
Si 0.004757 3.486711 -1.410357 0.0 0.2 0.0 0.01
H -4.992683 3.141390 1.667677 0.0 0.0 0.0 0.00
C 2.513079 -5.712624 -3.818910 0.0 -0.1 0.0 0.00
H -2.725264 5.278079 -2.349808 -0.1 0.0 0.1 0.00
H -3.167655 -3.208700 -1.269803 0.0 -0.1 0.0 0.00
H 3.422069 4.644691 3.145161 0.0 -0.1 0.0 0.00
H -0.801010 5.828142 -1.174689 0.1 0.0 0.0 0.00
H -4.101944 -1.483409 -3.505089 0.0 0.0 0.0 0.00
C 1.279478 3.744710 2.097640 0.0 -0.1 0.0 0.00
C -1.820351 -4.928001 -1.101109 0.0 0.1 0.0 0.00
H -3.344564 -1.090136 6.196213 0.0 0.0 0.0 0.00
N 0.799140 -0.969379 -0.103811 0.2 -0.3 0.0 0.22
H 7.164538 -1.179584 2.610538 -0.1 0.0 0.0 0.00
H 4.486691 3.248663 3.192651 0.0 0.0 0.0 0.00
C -0.546250 -4.102357 -1.322852 -0.1 0.0 0.0 0.01
H -1.085374 1.615779 3.255700 0.1 0.1 0.1 0.00
C -3.935906 -0.895244 0.943106 -0.1 0.1 0.1 0.03
H -2.642123 -6.860637 -1.549552 0.0 0.0 0.0 0.00
H 4.128252 -4.897120 -1.714706 0.0 0.0 0.0 0.00
H 4.441325 -3.269096 -2.328889 0.0 -0.1 0.0 0.00
H 6.067122 0.115448 3.110578 0.0 -0.1 0.0 0.00
C -3.443433 -1.071232 5.116856 -0.1 0.0 0.0 0.00
H -2.620821 5.400775 2.975651 0.0 0.0 -0.1 0.00
H -1.630007 -6.227128 -2.849472 0.0 0.0 0.1 0.00
H -3.948786 -4.783196 -1.503085 0.1 0.0 0.0 0.00
H 6.561496 1.323979 0.916533 0.0 -0.1 0.0 0.00
H -0.523670 2.472751 -3.619574 0.1 0.1 0.0 0.00
H 1.552976 4.204183 1.144043 0.0 -0.1 0.2 0.00
C -0.415594 3.488846 -3.231631 -0.1 0.0 -0.2 0.00
C -3.492752 4.943382 -1.645430 0.0 0.2 0.1 0.01
C 1.685390 -3.820747 -2.342655 -0.2 -0.2 0.0 0.01
C 4.143616 -4.280347 -2.617386 0.0 0.0 0.1 0.00
C 1.915445 -0.381490 0.480200 -0.3 -0.4 -0.2 0.02
C 5.677408 -0.671438 1.106726 0.0 0.1 0.0 0.00
C -5.331260 2.636302 -0.954672 -0.2 -0.1 0.2 0.00
C 6.583057 0.355744 0.409156 0.0 0.0 0.0 0.00
H 5.256131 -2.805878 0.894675 0.0 0.1 0.0 0.00
H -4.409060 1.561162 2.194659 0.0 0.0 0.0 0.00
H -4.109716 3.355894 -3.976406 0.0 -0.1 0.0 0.00
C -1.550153 2.581149 3.454743 0.3 -0.2 0.2 0.00
C 6.127594 -0.830239 2.566338 0.0 0.0 0.0 0.00
N -3.135090 -0.471871 0.026824 -0.2 0.0 -0.4 0.02
H 3.584962 -3.655555 -5.226831 0.0 0.0 0.0 0.00
C -1.727699 -6.302366 -1.762692 0.0 -0.1 0.0 0.00
C 2.774111 -4.294810 -3.311192 0.0 0.0 0.1 0.00
H 4.912246 -4.672123 -3.290038 0.0 0.0 0.0 0.00
C 0.510500 -4.552956 -2.110006 0.1 -0.1 -0.1 0.04
H -4.270069 1.649447 -3.529513 -0.1 -0.1 0.0 0.00
H 2.458999 -6.431683 -2.996177 0.0 0.0 -0.1 0.00
H 3.037174 1.777406 4.366333 -0.1 0.0 0.0 0.00
C -0.398543 -2.836336 -0.743292 -0.3 -0.2 0.0 0.05
H -2.544511 -1.171680 -4.148021 0.0 0.0 0.0 0.00
H -5.515431 -1.713258 5.133406 0.0 0.0 0.0 0.00
H -1.523373 5.427110 1.582563 -0.1 0.0 0.1 0.00
H -4.451117 5.370183 -1.968686 0.1 -0.1 0.0 0.00
H 7.619093 0.003437 0.398137 -0.1 0.0 0.0 0.00
H -3.280551 5.448428 1.335711 0.1 0.0 0.1 0.00
H 0.959401 5.753589 -1.381090 -0.1 0.0 0.1 0.00
H 3.329705 -6.017353 -4.478070 0.0 0.0 0.0 0.00
H -4.487473 2.897242 3.344053 0.0 0.0 -0.1 0.00
C -3.683859 -0.981324 2.350093 -0.1 0.0 -0.1 0.01
S -1.144793 -0.059189 -2.122370 -0.2 0.2 0.1 0.15
H -1.330415 4.040353 -3.458891 0.1 0.0 0.0 0.00
C 2.812231 -3.344500 -4.516523 0.0 0.0 0.0 0.00
H 3.379638 -1.889933 0.069243 0.0 0.1 0.1 0.00
H -6.013754 2.547533 -1.806833 0.0 0.0 0.1 0.00
O -1.360685 -0.335633 2.276417 -0.4 -0.4 0.0 0.11
H -0.776950 3.291909 3.747012 -0.1 0.0 0.1 0.00
H 0.404324 -5.516044 -2.588454 0.0 0.1 0.0 0.00
C 5.838106 -2.019419 0.404397 0.0 0.0 0.0 0.00
C 1.680243 2.695939 -1.303169 0.1 -0.3 0.0 0.00
H -2.256032 2.458414 4.281366 0.1 0.0 0.0 0.00
C -3.655797 2.537966 -3.405411 0.3 -0.2 -0.3 0.00
H 4.026457 3.956541 1.630441 0.0 0.0 0.1 0.00
C 3.668679 3.709265 2.634969 0.1 0.1 0.0 0.00
N -3.250301 -0.947126 -3.469493 0.0 0.2 0.0 0.01
Si -2.512126 3.158297 1.981956 0.0 0.3 0.0 0.04
H -5.354363 1.689417 -0.408170 0.0 0.1 -0.1 0.00
N -3.671830 -0.672817 -1.258734 0.2 0.2 0.3 0.01
H -2.176297 -4.187484 0.922727 0.0 0.0 0.0 0.00
H 1.634296 1.627226 -1.549270 0.0 0.2 0.0 0.00
C 1.828970 -2.608475 -1.690396 0.1 0.1 0.1 0.03
H -2.928860 -4.100065 -2.782035 0.0 0.0 0.0 0.00
C -2.362340 -0.710603 4.350563 0.1 -0.1 0.0 0.01
C 2.153609 2.314484 4.010917 0.0 0.1 0.0 0.00
H 1.952893 3.142760 4.699235 0.0 0.0 -0.1 0.00
H 6.261908 0.510910 -0.624512 0.0 0.0 0.0 0.00
H -1.409478 -0.457576 4.800174 -0.1 0.0 0.0 0.00
H -2.673416 2.327066 -3.829477 -0.2 0.0 0.0 0.00
H -5.707358 -1.628727 2.673880 0.1 0.0 0.0 0.00
C -4.671106 -1.416773 4.525549 0.2 0.0 0.1 0.01
H 5.529986 -1.966406 -0.644121 0.0 0.0 0.1 0.00
C 1.583263 0.822517 1.094939 -0.2 0.5 0.2 0.04
O -1.375513 -2.221096 -0.052538 0.2 0.3 0.2 0.11
H -4.908299 -1.222201 0.586034 -0.1 0.0 0.0 0.00
H 1.848964 -3.341960 -5.033761 0.0 0.0 0.0 0.00
H 4.691989 1.607728 2.104951 0.0 0.0 0.0 0.00
H 2.312233 3.192727 -2.046276 0.0 0.0 0.0 0.00
H 0.341280 3.210985 1.964487 0.2 0.0 -0.1 0.00
H 0.234359 5.401293 0.198106 0.0 0.0 -0.2 0.00
H 6.889526 -2.318090 0.428643 -0.1 0.0 0.0 0.00
H 1.317182 1.623077 4.037402 -0.2 -0.1 0.0 0.00
O 0.269661 1.182636 0.990435 0.2 -0.6 0.0 0.14
Si -1.777898 2.544853 -0.191598 -0.4 -0.8 -0.5 0.21
C -4.772040 -1.368571 3.160919 0.0 0.0 -0.1 0.00
H 2.703737 -1.987193 -1.840472 -0.1 -0.1 0.0 0.00
C -2.029509 -5.136973 0.407293 0.0 0.0 0.0 0.00
C -4.269890 2.637029 2.302033 -0.2 -0.1 0.0 0.00
C 2.411220 2.828273 2.585860 -0.1 0.0 -0.1 0.00
C 2.608609 1.575583 1.710257 0.0 0.0 0.1 0.00
C 0.102588 5.283127 -0.881543 0.0 0.3 0.1 0.01
C -2.477269 5.033873 1.950534 0.0 0.3 0.0 0.02
H 1.583875 -5.773865 -4.391948 0.1 0.0 0.0 0.00
H 0.412452 3.972057 -3.765150 -0.1 0.0 0.0 0.00
H 5.496945 -1.557248 3.084569 0.0 0.0 0.0 0.00
Re -1.041392 -0.246143 0.256338 1.0 0.6 0.2 1.53
C 3.895557 1.046702 1.636647 0.0 0.0 0.1 0.04
C -2.821905 -0.584357 -2.224506 0.0 0.0 -0.2 0.02
H -2.910665 -5.763046 0.578199 0.0 0.0 0.0 0.00
H -5.712040 3.423081 -0.299997 0.0 -0.1 0.0 0.00
H 3.027986 -2.319276 -4.204521 0.0 -0.1 0.0 0.00
H -1.163158 -5.637817 0.847243 0.0 0.0 0.0 0.00
C 3.206833 -0.912026 0.493447 -0.1 -0.1 -0.1 0.03
H 2.149228 2.783325 -0.323451 0.0 0.0 -0.3 0.00
C -3.040959 -4.202671 -1.697835 0.1 0.0 0.0 0.00
H 1.124781 4.553087 2.820049 0.0 0.0 0.0 0.00
C 0.811618 -2.151601 -0.858246 0.1 0.5 0.3 0.02
C 4.228571 -0.181422 1.061788 0.0 0.1 0.1 0.01
H -3.251267 5.373163 -0.669454 -0.1 0.0 -0.1 0.00
```
Positions in Å, forces in eV/Å.

Output
Spin multiplicity: 4
Total charge: 0
Relative energy (zero: lowest compared OMol25 entry of this formula, charge and spin) (eV): 1.6180
Kohn-Sham gap (spin up / spin down) (Ha): 0.2301 / 0.1863
Max |F| (Eh/bohr): 0.0229



Q: total charge of number 1 (C45H69B3N8O4)?
A: 0